{
  "formula": "H20O10",
  "method": "the ωB97M-V functional and the def2-TZVPD basis",
  "gap_ev": 9.798,
  "e_above_lowest_kcal_mol": 490.17,
  "e_homo_ev": -9.93,
  "symbols": ["O", "O", "O", "O", "O", "O", "O", "O", "O", "O", "H", "H", "H", "H", "H", "H", "H", "H", "H", "H", "H", "H", "H", "H", "H", "H", "H", "H", "H", "H"],
  "positions_angstrom": [[0.206, -2.207, -1.179], [0.773, 1.579, 0.601], [-1.072, -1.685, 2.555], [-1.476, 0.248, 1.862], [-0.584, -0.518, -0.049], [-0.239, 1.073, -1.428], [-0.754, 0.241, -3.331], [-0.349, 1.689, 2.360], [1.500, -0.910, -2.238], [1.379, -0.155, 0.217], [-0.384, -1.489, -1.410], [1.938, -0.916, 0.370], [-0.689, 1.565, -0.741], [-2.166, 0.172, 2.521], [-0.065, 2.602, 2.382], [-0.149, -1.904, 2.422], [1.107, 0.699, 0.426], [0.143, 1.745, -1.993], [-0.951, 0.995, 2.149], [0.205, -2.219, -0.221], [-0.920, 0.096, 0.605], [-1.182, -0.838, 2.122], [1.569, -1.795, -2.598], [1.460, 1.998, 1.119], [-0.229, -0.526, -3.560], [0.024, 1.341, 1.549], [0.488, -0.504, 0.233], [1.030, -1.023, -1.412], [-0.294, 0.038, -0.773], [-0.318, 0.609, -2.562]],
  "forces_ev_per_a": [[-1.2166, -4.4422, 0.8448], [-1.8114, 12.2362, -0.3379], [1.2891, -5.7192, 2.1903], [-9.1747, -2.3958, -2.9631], [-6.9892, -2.2282, 0.7053], [0.5570, 6.2913, 1.2610], [-1.0643, -1.3141, -3.1755], [6.8788, 12.0520, 9.4386], [2.8376, 2.5380, -2.7794], [13.2757, -14.5469, -2.2216], [-1.0533, -1.2574, -0.2530], [0.9979, 0.3154, 0.0978], [-0.1997, 0.7261, 0.1752], [-0.6935, 0.1813, -0.1442], [-0.3988, 0.2080, 0.2245], [0.1637, -0.4819, 0.3350], [1.3217, 4.5095, 1.2056], [0.8994, 0.8514, 0.1558], [-4.9190, -1.9111, 1.1627], [-0.8738, -0.8561, -0.0352], [-1.9048, -0.2056, 0.3291], [0.5982, -0.7694, -0.4261], [-0.0007, 0.0074, 0.1166], [0.2731, 0.3122, -0.0804], [0.1665, -0.0170, -0.3993], [2.6222, 0.8449, -2.0845], [-1.7399, -2.2031, 0.9580], [1.5512, -0.1999, -0.8423], [-0.3546, -0.5446, -0.9075], [-1.0375, -1.9813, -2.5501]],
  "nbo_charge": [-0.919, -0.954, -1.008, -0.923, -0.909, -0.878, -0.981, -0.897, -0.999, -0.891, 0.491, 0.504, 0.529, 0.508, 0.490, 0.427, 0.416, 0.533, 0.426, 0.475, 0.478, 0.428, 0.473, 0.468, 0.468, 0.460, 0.435, 0.454, 0.461, 0.433]
}


{
  "formula": "H20O10",
  "method": "the ωB97M-V functional and the def2-TZVPD basis",
  "gap_ev": 10.864,
  "e_above_lowest_kcal_mol": 86.38,
  "smiles": "O.O.O.O.O.O.O.O.O.O",
  "e_homo_ev": -10.95,
  "symbols": ["O", "O", "O", "O", "O", "O", "O", "O", "O", "O", "H", "H", "H", "H", "H", "H", "H", "H", "H", "H", "H", "H", "H", "H", "H", "H", "H", "H", "H", "H"],
  "positions_angstrom": [[0.831, 2.298, 2.852], [-3.682, -0.800, 3.555], [-1.738, 2.239, 0.128], [1.408, -4.930, -1.092], [-0.991, 4.400, -0.635], [3.017, -1.779, -0.221], [-0.637, -0.328, -1.341], [0.373, 2.201, -1.871], [1.634, -0.468, -4.151], [-0.354, -2.328, 2.661], [-1.806, 3.186, 0.292], [-1.303, -2.423, 2.801], [-1.204, 0.015, -0.641], [1.796, 0.002, -3.325], [-0.022, -3.233, 2.688], [3.105, -1.892, 0.732], [1.822, -4.838, -1.958], [-2.539, 1.874, 0.523], [-1.272, 3.671, -1.199], [0.794, 1.403, -2.209], [1.465, -1.376, -3.875], [-2.962, -0.626, 2.938], [1.192, 1.405, 2.871], [0.285, 2.314, 2.058], [1.552, -5.854, -0.861], [3.439, -2.562, -0.591], [-3.236, -0.995, 4.387], [0.270, 2.759, -2.650], [-0.216, 4.057, -0.177], [-0.041, -0.933, -0.885]],
  "forces_ev_per_a": [[-0.0154, -0.1117, -0.0578], [0.2435, -0.1603, -0.0467], [-0.7672, -1.3240, 0.7929], [0.1805, -0.0940, -0.0486], [0.0742, 1.0206, -0.0743], [0.0753, -0.0636, 0.0271], [0.1005, -0.4755, 0.1082], [0.3475, 0.3987, -0.3568], [0.0752, -0.0141, 0.1102], [-0.1025, -0.0485, 0.0534], [-0.0800, 0.2822, 0.1697], [0.0478, -0.0502, -0.0254], [0.1529, 0.3097, -0.1589], [0.0788, -0.1704, -0.1107], [0.0068, 0.0866, -0.0521], [-0.0672, 0.0539, -0.0834], [-0.0978, 0.0134, 0.0427], [0.0023, -0.0912, 0.0040], [0.3516, 0.0240, -0.2334], [-0.4564, -0.0369, 0.2426], [-0.0751, 0.1190, -0.0190], [-0.0824, 0.1192, 0.0350], [-0.0229, 0.0915, 0.0060], [-0.0524, -0.0411, -0.0312], [-0.0527, 0.0644, 0.0027], [-0.1029, 0.0449, 0.0245], [-0.0866, 0.0838, 0.0099], [0.1390, 0.0177, -0.0044], [0.2049, 0.0392, -0.3475], [-0.0192, -0.0872, 0.0216]],
  "nbo_charge": [-0.944, -0.934, -0.983, -0.937, -0.945, -0.942, -0.950, -0.944, -0.930, -0.943, 0.489, 0.468, 0.478, 0.460, 0.474, 0.472, 0.468, 0.465, 0.492, 0.476, 0.469, 0.464, 0.468, 0.475, 0.469, 0.470, 0.471, 0.467, 0.482, 0.472]
}


{
  "formula": "H20O18SV2",
  "method": "the ωB97M-V functional and the def2-TZVPD basis",
  "gap_ev": 2.150,
  "e_above_lowest_kcal_mol": 299.66,
  "e_homo_ev": -6.80,
  "symbols": ["V", "V", "S", "O", "O", "O", "O", "O", "O", "O", "O", "O", "O", "O", "O", "O", "O", "O", "O", "O", "O", "H", "H", "H", "H", "H", "H", "H", "H", "H", "H", "H", "H", "H", "H", "H", "H", "H", "H", "H", "H"],
  "positions_angstrom": [[3.433, -2.681, 4.035], [1.070, 5.384, -1.926], [0.064, 0.467, 0.165], [-6.215, 2.708, 0.252], [-1.204, 2.216, 5.672], [2.429, 6.006, -2.530], [5.985, -0.406, 0.851], [4.308, 1.587, 5.364], [0.484, 0.095, 1.467], [1.251, 0.870, -0.603], [0.074, 6.547, -1.814], [-5.164, -1.574, -2.544], [4.537, -0.263, -4.350], [-2.428, -5.638, -0.220], [2.914, -3.068, 5.469], [-0.871, 1.615, 0.135], [-0.681, -2.473, -5.075], [-3.911, -2.769, 3.615], [-0.590, -0.717, -0.379], [3.321, -3.853, 3.009], [-0.435, 2.944, -5.280], [-6.610, 1.846, 0.121], [5.071, 2.106, 5.109], [-0.414, -3.381, -5.222], [4.517, -1.220, -4.320], [-5.050, -1.935, -3.423], [3.938, 0.011, -3.655], [-1.066, 3.155, -5.969], [-3.221, -2.880, 2.961], [-0.645, 1.992, 4.928], [-3.591, -2.070, 4.184], [-4.274, -1.493, -2.200], [-3.330, -5.801, -0.498], [-1.668, 3.005, 5.395], [0.075, 2.217, -5.636], [3.935, 2.060, 6.109], [-5.288, 2.526, 0.408], [-2.315, -4.693, -0.315], [6.838, -0.280, 0.435], [-0.678, -2.373, -4.124], [5.406, 0.208, 0.399]],
  "forces_ev_per_a": [[-0.4867, 0.4071, -0.0557], [2.4891, 0.2084, -1.1717], [-0.8770, 0.9642, -2.6417], [-0.1489, 0.2662, 0.0204], [0.0512, -0.0700, 0.3046], [-2.3518, -1.2306, 1.1525], [-0.0444, -0.1644, 0.3249], [-0.0243, -0.3430, -0.1299], [1.2858, -0.4903, 4.1402], [0.7596, 0.3269, -0.7104], [-0.3917, 0.3364, 0.1204], [-0.2500, -0.0145, 0.0932], [0.2079, 0.1709, -0.1437], [0.1631, -0.1938, 0.0472], [0.3415, -0.2238, -1.1305], [-0.0932, 0.2278, 0.1618], [-0.0720, 0.1275, -0.2270], [-0.2163, -0.1717, 0.0761], [-0.6473, -0.6717, -0.9641], [-0.0443, 0.1591, 0.8976], [0.1203, 0.2818, 0.2691], [-0.1013, -0.2246, -0.0586], [0.1979, 0.1215, -0.1185], [0.0599, -0.2185, -0.0633], [-0.0208, -0.2373, -0.0196], [0.0075, -0.0662, -0.2308], [-0.2368, 0.0735, 0.2073], [-0.2043, 0.0710, -0.1316], [0.1717, -0.0149, -0.2213], [0.1117, -0.1308, -0.2911], [0.0552, 0.2092, 0.1274], [0.2818, 0.1105, 0.1616], [-0.2365, -0.0627, -0.0419], [-0.1572, 0.1654, -0.0702], [0.1451, -0.2722, -0.0142], [-0.1838, 0.0849, 0.2077], [0.2877, -0.0563, 0.0252], [0.0917, 0.2982, -0.0014], [0.2326, -0.0258, -0.0925], [0.0178, 0.1351, 0.3357], [-0.2907, 0.1376, -0.1429]],
  "lowdin_charge": [1.192, 1.204, 0.120, -0.058, -0.057, -0.320, -0.059, -0.057, -0.324, -0.376, -0.268, -0.054, -0.057, -0.055, -0.294, -0.357, -0.057, -0.055, -0.325, -0.271, -0.056, 0.029, 0.030, 0.027, 0.029, 0.026, 0.027, 0.031, 0.027, 0.028, 0.028, 0.028, 0.029, 0.029, 0.034, 0.034, 0.029, 0.026, 0.031, 0.029, 0.033]
}


{
  "formula": "H21O10",
  "method": "the ωB97M-V functional and the def2-TZVPD basis",
  "charge": 1,
  "gap_ev": 11.211,
  "e_above_lowest_kcal_mol": 66.93,
  "e_homo_ev": -14.32,
  "symbols": ["O", "O", "O", "O", "O", "O", "O", "O", "O", "O", "H", "H", "H", "H", "H", "H", "H", "H", "H", "H", "H", "H", "H", "H", "H", "H", "H", "H", "H", "H", "H"],
  "positions_angstrom": [[1.256, 1.366, 1.688], [0.835, 1.088, -2.184], [-2.993, -1.048, 0.056], [-0.845, 2.766, -0.856], [3.273, -0.615, 0.186], [-0.242, -2.158, -2.060], [0.958, -0.563, -0.292], [-1.928, 0.002, 3.069], [-1.560, 0.405, -2.514], [2.101, -1.593, 2.673], [1.752, -0.722, 2.765], [0.340, 1.335, 1.999], [-1.688, 2.737, -1.345], [-2.239, 0.837, 3.424], [1.162, -1.431, -0.664], [1.759, -0.084, 0.046], [0.742, 0.171, -1.144], [-1.824, 0.092, -3.389], [-2.296, 1.022, -2.336], [3.655, -1.356, -0.345], [-3.177, -1.751, -0.576], [-0.176, 1.241, -1.932], [-2.425, -0.783, 3.327], [1.901, -1.932, 3.552], [-1.070, -2.007, -1.660], [1.121, 1.991, 0.932], [-0.917, 3.587, -0.345], [0.327, -2.857, -1.975], [-2.197, -0.815, 0.541], [0.938, 1.976, -1.757], [3.456, -0.900, 1.117]],
  "forces_ev_per_a": [[-0.6997, 1.0561, -1.1759], [-2.7441, 1.8002, 2.6091], [-1.6386, 1.2097, 0.0905], [-0.7271, 0.4130, 0.0429], [1.9964, -1.2942, 0.7292], [0.3867, 3.7853, -2.1681], [-1.9208, 2.1749, -1.0002], [1.0173, -0.1286, -0.8368], [-1.7390, 0.6556, -0.0384], [0.1658, -0.7033, 0.2642], [-0.3928, 1.3408, -0.3484], [0.0337, -0.4203, 0.3781], [0.4851, 0.1547, 0.3255], [-0.6207, -0.5416, 0.3752], [0.0860, 0.1812, -0.0864], [0.4133, -1.3631, 0.4419], [0.7161, -1.0874, 0.1771], [0.5483, -0.2449, -0.1611], [0.1859, -0.6386, 0.2230], [-0.3419, 1.0287, 0.4759], [1.2748, -0.0540, 0.6241], [1.6375, -1.4630, -2.0763], [-0.3192, 0.7121, 0.3320], [0.2801, -0.5233, -0.0175], [-1.1129, -0.8547, 1.1845], [0.6261, -0.5706, 0.8997], [0.1263, -0.1653, -0.1037], [0.7708, -3.2802, 0.8201], [0.3371, -1.1392, -0.5961], [1.4794, -0.3929, -0.6013], [-0.3101, 0.3529, -0.7829]],
  "nbo_charge": [-0.945, -0.900, -1.014, -0.979, -0.971, -0.991, -0.848, -0.988, -0.943, -0.958, 0.478, 0.485, 0.487, 0.490, 0.532, 0.556, 0.517, 0.505, 0.474, 0.495, 0.501, 0.525, 0.499, 0.484, 0.508, 0.468, 0.505, 0.493, 0.515, 0.498, 0.521]
}